Density functional theory data (ωB97M-V/def2-TZVPD) for C5H4 in the gas phase at a distorted geometry.

max |F|: 4.541 eV Å⁻¹
E: -5241.9753 eV

Last column: Löwdin charge in e.
Geometry (Å):
C: -2.0593 0.0412 0.0662  0.130
C: -0.4999 0.2170 -0.0475  -0.249
C: 0.4828 -0.7603 0.1458  0.009
C: 0.6666 0.9221 0.2298  0.009
C: 1.7675 -0.0594 -0.0170  -0.165
H: -2.6500 0.8988 -0.1781  0.030
H: -2.4275 -0.9553 0.0359  0.034
H: 2.5077 -0.1805 0.7710  0.098
H: 2.2121 -0.1237 -1.0062  0.104

Atoms 1-3, force components in eV/Å:
C 4.219 1.514 -0.728
C -2.097 -1.962 0.466
C -1.161 -0.089 0.240

=====

Density functional theory data (ωB97M-V/def2-TZVPD) for C5H4 in the gas phase.

max |F|: 0.641 eV Å⁻¹
E: -5244.0403 eV

Last column: natural (NBO) charge in e.
Geometry (Å):
C: -1.4680 -0.3296 -0.0189  -0.628
C: 0.0362 -0.4256 0.0354  -0.299
C: 1.0185 0.4266 0.0215  0.311
C: 2.1481 1.0652 0.0084  -0.535
C: 3.3111 1.6010 -0.0152  0.186
H: -1.9268 -0.8655 0.8204  0.234
H: -1.8524 -0.7861 -0.9393  0.234
H: -1.8205 0.7042 0.0121  0.231
H: 0.5538 -1.3900 0.0755  0.266

Atoms 1-3, force components in eV/Å:
C 0.038 0.086 0.002
C 0.333 0.092 -0.029
C -0.079 -0.051 -0.011

=====

Density functional theory data (ωB97M-V/def2-TZVPD) for 15 unconnected molecules or ions with the total composition C5H40NO14.

expectation value of S²: 0.75
max |F|: 0.854 eV Å⁻¹
E: -35988.8085 eV
2S+1: 2

Last column: natural (NBO) charge in e.
Geometry (Å):
C: -0.0905 0.4241 0.4925  -0.658
C: 0.7349 1.1187 1.5413  -0.048
C: 1.0406 0.2150 2.7458  -0.476
C: 2.1879 -0.7260 2.4920  -0.176
C: 3.4115 -0.3118 2.2065  -0.389
N: -0.0659 2.3097 1.9970  -0.786
H: -1.0255 0.0631 0.9253  0.208
H: -0.3848 1.0793 -0.3285  0.244
H: 0.4377 -0.4231 0.0903  0.226
H: 1.6780 1.5031 1.1335  0.219
H: 0.1490 -0.3321 3.0542  0.227
H: 1.2449 0.8413 3.6203  0.235
H: 1.9827 -1.7880 2.6180  0.215
H: 4.2560 -0.9781 2.0633  0.203
H: 3.7188 0.7209 2.1320  0.186
H: 0.3999 2.8299 2.7662  0.463
H: -0.9842 1.9986 2.3520  0.425
H: -0.2448 2.9313 1.1942  0.373
H: -3.7050 -2.5147 1.6291  0.480
H: -2.9458 -1.8772 0.4103  0.526
O: -2.9713 -1.9228 1.4268  -1.023
H: -1.0260 -3.5272 0.8016  0.479
H: -0.6780 -4.0845 -0.5911  0.486
O: -0.3325 -3.9963 0.3139  -0.983
H: 0.9578 3.1384 5.2172  0.487
H: -0.2707 2.2250 4.8450  0.515
O: 0.3259 2.9386 4.5147  -1.007
H: 0.5523 0.8281 -2.5159  0.510
H: 0.8964 -0.7113 -2.8639  0.508
O: 0.5436 0.1336 -3.2296  -1.033
H: -2.2967 -2.5722 -1.6682  0.497
H: -2.6818 -1.1091 -1.7836  0.522
O: -2.9009 -1.9218 -1.2479  -1.022
H: -2.2015 3.2923 -3.3702  0.466
H: -2.7453 3.2502 -1.8915  0.346
O: -2.0628 2.8803 -2.4932  -1.281
H: -3.6938 0.6930 2.9256  0.484
H: -2.8342 -0.3952 2.2894  0.526
O: -2.7649 0.4667 2.7995  -1.051
H: 4.6543 -0.7631 -2.6492  0.478
H: 3.5375 0.2669 -3.0542  0.512
O: 3.8074 -0.4000 -2.3735  -0.986
H: 1.8781 0.9136 -3.9899  0.510
H: 2.9732 1.1207 -5.0914  0.479
O: 2.7690 1.3011 -4.1738  -0.989
H: -2.2767 1.1446 -2.7148  0.497
H: -1.2331 0.0575 -3.1605  0.498
O: -2.1725 0.1842 -2.8779  -1.031
H: 1.7906 -2.5822 -1.4962  0.490
H: 2.6252 -1.6015 -2.3535  0.518
O: 1.7971 -2.1551 -2.3691  -1.022
H: -0.4657 2.6032 -1.9358  0.497
H: 1.1121 2.8363 -2.1441  0.488
O: 0.4483 2.3132 -1.6662  -1.088
H: -0.0948 -3.0941 -2.4385  0.515
H: -1.0688 -4.1488 -3.0545  0.496
O: -0.9491 -3.5563 -2.3082  -0.977
H: -1.8174 0.5495 4.2367  0.514
H: -1.7367 0.6372 5.7884  0.483
O: -1.1985 0.7401 4.9901  -1.002

Atoms 1-3, force components in eV/Å:
C -0.752 -0.012 -0.185
C -0.028 -0.170 0.178
C -0.170 0.367 0.261

=====

Density functional theory data (ωB97M-V/def2-TZVPD) for 16 unconnected molecules or ions with the total composition C5H41NO15 at a distorted geometry.

max |F|: 2.565 eV Å⁻¹
E: -38052.9215 eV

Last column: natural (NBO) charge in e.
Geometry (Å):
C: 1.5140 -0.9683 -4.2290  -0.604
C: 2.2644 -1.2658 -2.9063  -0.413
C: 1.4509 -2.3277 -2.1949  -0.441
C: 1.8419 -2.9083 -0.8622  -0.274
C: 1.3298 -2.6415 0.3337  -0.014
N: 1.9920 -3.2540 1.4415  -0.871
H: 2.1838 -0.9949 -5.0974  0.199
H: 0.9654 -0.0361 -4.2691  0.212
H: 0.8542 -1.7903 -4.5169  0.203
H: 3.2811 -1.5473 -3.1908  0.188
H: 2.3242 -0.3262 -2.3618  0.224
H: 0.3800 -2.0985 -2.1668  0.226
H: 1.3287 -3.1835 -2.8731  0.201
H: 2.6747 -3.6064 -0.8924  0.175
H: 0.6331 -1.9223 0.7321  0.221
H: 2.4420 -4.1291 1.2859  0.378
H: 1.7960 -3.0013 2.3901  0.384
H: -0.6767 3.9721 -0.5472  0.498
H: -1.8595 3.1389 -0.1793  0.513
O: -1.1159 3.5589 0.2019  -1.000
H: 3.5518 -1.4218 0.5093  0.476
H: 4.0386 -1.5196 -0.9037  0.474
O: 3.7711 -0.8676 -0.2514  -0.950
H: 4.0253 -0.1736 1.9627  0.490
H: 3.2590 0.5466 3.0667  0.489
O: 3.1341 0.0655 2.2412  -0.967
H: -1.2490 2.5858 1.6517  0.485
H: -2.4306 2.2970 2.4246  0.474
O: -1.4912 2.3819 2.5680  -0.970
H: -3.3244 2.9854 -2.1397  0.469
H: -3.6249 1.7124 -1.3222  0.518
O: -3.2671 2.6421 -1.2421  -1.006
H: 1.2268 2.4224 -0.6629  0.504
H: 1.5570 2.6519 -2.1855  0.477
O: 0.9110 2.3041 -1.5718  -0.994
H: 0.2163 3.9816 1.4286  0.488
H: 1.7530 3.4860 1.5497  0.487
O: 1.0087 3.9362 1.9913  -1.005
H: -2.8048 -0.9345 2.3049  0.493
H: -3.6477 -1.7599 1.2777  0.506
O: -3.5791 -0.8909 1.7170  -1.004
H: 0.1953 1.9550 3.8484  0.505
H: 0.9102 0.9969 3.0729  0.449
O: 0.4816 1.0326 3.9416  -0.952
H: -0.9568 0.2182 2.3031  0.505
H: -0.3346 -1.0077 2.8538  0.481
O: -0.9098 -0.7385 2.1284  -0.979
H: 3.5513 2.1447 0.5234  0.496
H: 2.3126 1.3960 1.0993  0.510
O: 2.5946 2.1597 0.5869  -0.985
H: -3.0556 -3.4306 -0.3697  0.494
H: -1.9890 -3.2612 0.6029  0.482
O: -2.9500 -3.1543 0.5547  -0.950
H: -3.4576 -0.0090 0.1809  0.512
H: -3.1389 -0.3582 -1.3232  0.467
O: -3.7633 0.0808 -0.7435  -0.982
H: -1.1980 1.3391 -2.2071  0.495
H: -0.9556 0.4601 -1.1236  0.480
O: -1.2582 0.3886 -2.0358  -0.963
H: -2.3557 -1.3234 -2.3996  0.483
H: -3.1228 -2.2963 -3.3923  0.479
O: -2.5334 -2.2386 -2.6508  -0.964

Atoms 1-3, force components in eV/Å:
C 0.619 -0.670 -1.025
C -0.835 0.721 -0.971
C -1.155 -1.502 0.297